{
  "formula": "C13H25N3O5",
  "method": "wB97M-V/def2-TZVPD",
  "elements": ["O", "O", "O", "O", "O", "C", "C", "C", "N", "N", "N", "C", "C", "C", "C", "C", "C", "C", "C", "C", "C", "H", "H", "H", "H", "H", "H", "H", "H", "H", "H", "H", "H", "H", "H", "H", "H", "H", "H", "H", "H", "H", "H", "H", "H", "H"],
  "positions_angstrom": [[0.14812, -2.34474, 5.22991], [0.59273, 1.26634, -0.12754], [1.70212, -3.78568, 0.30614], [-2.52032, 3.49809, -1.73551], [0.26993, 3.31686, -1.77675], [0.55724, -2.26998, 4.08377], [-0.39781, 1.06899, 0.55695], [1.01571, -3.83242, 1.31850], [-1.35680, 1.96882, 0.55681], [1.14105, -4.82795, 2.21082], [-0.27601, -2.55758, 3.08146], [1.99255, -1.84842, 3.83164], [2.08241, -5.94433, 2.10269], [-0.58519, -0.19179, 1.39911], [-0.49747, 4.28174, -4.71411], [-1.67329, 4.54595, -3.77347], [0.22741, 3.04788, -4.17041], [-1.86693, 3.25586, -2.99025], [-0.44869, 2.69444, -2.84959], [0.32882, -1.35512, 0.96211], [0.00463, -2.70688, 1.64037], [-3.33243, 4.01271, -1.87949], [0.57966, 2.61843, -1.14748], [-2.18734, 1.83974, 1.09870], [-1.29477, 2.71619, -0.13188], [0.56498, -4.78334, 3.03783], [-1.21618, -2.75813, 3.38554], [2.51007, -2.57472, 3.21039], [2.50611, -1.77292, 4.78936], [2.00452, -0.87229, 3.35208], [2.62639, -6.06451, 3.04066], [2.80607, -5.76389, 1.30444], [1.54243, -6.86567, 1.88094], [-1.62372, -0.51099, 1.31013], [-0.39297, 0.06571, 2.44040], [-0.85239, 4.08941, -5.73169], [0.17124, 5.14823, -4.74090], [-1.41374, 5.35822, -3.08586], [-2.57579, 4.82711, -4.32424], [1.29644, 3.23981, -4.03162], [0.11928, 2.21662, -4.87397], [-2.46687, 2.55838, -3.58509], [-0.47249, 1.61038, -2.69636], [0.22609, -1.48810, -0.11632], [1.36611, -1.08399, 1.15893], [-0.93089, -3.04245, 1.19286]],
  "forces_ev_per_angstrom": [[-0.2, 0.1, 0.4], [1.2, -0.7, -0.2], [-0.5, 0.2, 0.2], [-0.1, -0.3, 0.0], [-0.4, -0.2, -0.1], [1.0, 0.3, 1.6], [0.5, -0.8, 0.0], [1.1, 0.6, -0.8], [-1.1, 0.7, 0.2], [-0.2, -0.3, 0.8], [-0.7, -0.6, -1.9], [-0.3, -0.1, -0.1], [-0.2, 0.2, -0.2], [0.2, -0.4, -0.2], [0.0, 0.4, -0.5], [0.0, 0.3, -0.2], [0.0, -0.3, -0.3], [-0.3, 0.8, 0.1], [0.7, -0.2, 0.9], [0.3, 0.1, -0.1], [-0.3, 0.6, 0.5], [0.5, -0.3, -0.1], [-0.2, 0.2, -0.4], [-0.3, 0.1, -0.1], [-0.3, 0.1, 0.3], [0.1, 0.0, -0.1], [0.1, 0.0, 0.1], [0.1, 0.1, -0.2], [-0.2, -0.1, -0.1], [0.1, 0.0, -0.2], [-0.1, 0.0, 0.0], [-0.3, 0.2, 0.1], [0.1, 0.0, 0.0], [-0.2, 0.1, 0.2], [-0.1, 0.0, 0.1], [0.1, 0.2, 0.1], [-0.2, -0.1, -0.1], [-0.1, -0.2, 0.1], [0.0, 0.1, 0.1], [-0.3, -0.2, 0.2], [0.1, 0.0, 0.1], [0.1, -0.1, 0.0], [0.0, 0.0, 0.1], [0.2, 0.0, 0.1], [0.0, 0.0, -0.2], [-0.2, -0.1, 0.1]],
  "total_charge": 0,
  "energy_ha": -1050.880251,
  "multiplicity": 1,
  "smiles": "CNC(=O)[C@H](CCC(N)=O)NC(C)=O.O[C@@H]1CCC[C@@H]1O",
  "homo_energy_ev": -9.55,
  "homo_lumo_gap_ev": 10.0
}



{
  "formula": "C7H15N2OS",
  "method": "wB97M-V/def2-TZVPD",
  "elements": ["C", "C", "C", "C", "C", "C", "C", "N", "N", "O", "S", "H", "H", "H", "H", "H", "H", "H", "H", "H", "H", "H", "H", "H", "H", "H"],
  "positions_angstrom": [[-5.19363, -0.97752, -0.03475], [1.51897, 0.13574, 0.91216], [0.25285, -1.27058, -0.41266], [0.41024, 1.29857, 0.72910], [-0.81128, -0.22879, -0.78428], [2.13528, -0.08256, -1.37993], [-1.92494, 0.60018, 1.30763], [1.54888, -0.68610, -0.24650], [-0.89807, 0.86106, 0.27933], [-6.01947, -1.71807, 0.15855], [-1.68014, 2.40491, -0.99674], [-2.52251, 3.22738, -0.26966], [2.52789, 0.57542, 1.20220], [1.44794, -0.42655, 1.78151], [0.04368, -1.69324, 0.58093], [0.29955, -2.05330, -1.15654], [0.23194, 1.74768, 1.67129], [0.86185, 2.00629, -0.01780], [-0.57302, 0.22163, -1.65010], [-1.84151, -0.74710, -0.97161], [2.47373, -0.99611, -2.10038], [1.53688, 0.63319, -1.88273], [3.08154, 0.35881, -1.01197], [-2.00746, 1.36679, 2.01701], [-2.93155, 0.51646, 0.85383], [-1.52171, -0.27669, 1.66349]],
  "forces_ev_per_angstrom": [[-0.4, -0.4, 0.1], [0.7, 2.5, -0.6], [-0.1, 0.1, 0.7], [1.8, -0.6, -0.1], [-2.6, -2.2, 3.1], [3.0, -2.9, -1.3], [-0.4, 0.6, -2.4], [0.0, -0.4, 1.1], [0.1, -2.1, -0.6], [0.4, 0.4, -0.1], [-1.4, 2.4, -0.9], [0.5, -0.5, -0.4], [-1.1, 0.2, -1.2], [-1.4, -1.4, 1.6], [-0.4, -0.3, -0.5], [-0.2, -0.2, -0.2], [0.2, 1.0, 0.8], [-0.6, -0.4, 0.7], [1.0, 1.6, -3.2], [1.7, 1.1, 0.7], [-0.9, 2.4, 1.2], [-0.5, 0.8, -0.8], [-0.5, 0.0, -0.6], [0.4, 1.1, 1.1], [0.7, -0.4, 0.0], [-0.2, -2.3, 1.8]],
  "total_charge": 1,
  "energy_ha": -858.217658,
  "multiplicity": 3,
  "homo_energy_ev": [-11.96, -12.17],
  "homo_lumo_gap_ev": [9.1, 4.7]
}



{
  "formula": "C8H9ClN2",
  "method": "wB97M-V/def2-TZVPD",
  "elements": ["C", "C", "C", "C", "C", "C", "C", "C", "N", "N", "Cl", "H", "H", "H", "H", "H", "H", "H", "H", "H"],
  "positions_angstrom": [[2.62603, 0.69736, -1.14786], [1.28248, 0.43620, -0.61304], [1.49537, -0.43137, 0.58517], [0.16696, 1.09264, -1.08757], [-1.07675, 0.94192, -0.41732], [0.72312, -1.10620, 1.42098], [-1.88843, -0.10609, -0.53519], [-3.15010, -0.20706, 0.26421], [3.54947, 0.20916, -0.36592], [2.90061, -0.45414, 0.69919], [-1.72304, -1.32971, -1.76245], [2.82105, 1.44931, -1.87661], [0.12429, 1.96949, -1.76971], [-1.36471, 1.56809, 0.45572], [-0.34957, -1.07803, 1.46099], [1.12809, -1.74246, 2.26907], [-3.23964, 0.34430, 1.15082], [-3.36526, -1.26417, 0.39054], [-3.99242, 0.08427, -0.41046], [3.33245, -1.07351, 1.28944]],
  "forces_ev_per_angstrom": [[0.2, -0.7, 2.5], [-1.2, 1.4, -1.3], [1.2, 0.3, -0.9], [1.9, 0.4, 0.7], [-1.6, -1.3, 1.7], [-0.5, -1.2, 1.9], [-0.6, 1.0, 0.3], [-1.2, -1.5, -2.7], [-0.9, -0.5, 0.3], [-1.6, 2.5, -2.9], [0.2, 0.2, 0.2], [0.4, 0.0, -0.7], [1.0, -1.0, 0.0], [0.4, 0.0, -0.8], [-0.2, 0.2, -0.5], [-0.1, 1.0, -1.3], [0.4, 0.8, 1.2], [0.0, -0.2, 0.6], [0.5, 0.1, 0.4], [1.7, -1.5, 1.1]],
  "total_charge": 0,
  "energy_ha": -879.833681,
  "multiplicity": 1,
  "smiles": "C=c1[nH]nc/c1=C/C=C(/C)Cl",
  "homo_energy_ev": [-7.74, -7.74],
  "homo_lumo_gap_ev": [7.7, 7.7]
}